(1)
Density functional theory data (ωB97M-V with the def2-TZVPD basis set) for a cluster of 5 separate species, C10H23IN5O10 in total.

Each line ends with the Löwdin charge.
Element x y z (Å)
C -2.395468 3.710967 1.584249  -0.01
C -2.834547 4.265162 0.238618  -0.59
O -2.721746 5.462320 0.017095  0.03
O -3.208205 3.406850 -0.704803  -0.06
C -4.280449 2.325480 -0.397707  -0.34
N -3.970332 1.060438 -0.833755  -0.13
C -3.081140 0.400566 0.096561  -0.43
C -2.625696 -0.945944 -0.416142  -0.31
C -1.778591 -0.941615 -1.711035  -0.62
I -0.851391 0.924552 -2.204382  0.76
H -1.467569 3.154972 1.437038  0.08
H -2.181155 4.551683 2.241493  0.07
H -3.135446 3.076226 2.063424  0.06
H -4.481316 2.381528 0.693837  0.09
H -5.177485 2.688135 -0.909399  0.09
H -3.613281 0.206811 1.060474  0.10
H -2.202453 1.013778 0.370354  0.05
H -3.483532 -1.602456 -0.585637  0.10
H -2.033298 -1.416097 0.363158  0.06
H -0.969891 -1.659810 -1.608482  -0.01
H -2.357627 -1.248188 -2.577341  0.03
C 1.110559 -3.836416 1.951759  0.04
N 0.031592 -2.903583 1.530828  -0.44
O -0.716174 -2.475791 2.380089  0.08
O -0.017010 -2.648181 0.343578  0.05
H 1.036174 -3.990700 3.022043  0.09
H 0.948207 -4.755348 1.397984  0.06
H 2.059010 -3.380564 1.682252  0.10
C 2.748214 3.228946 -2.134828  0.04
N 3.718107 2.100341 -2.189259  -0.45
O 3.605708 1.205955 -1.377585  0.05
O 4.575485 2.154979 -3.048082  0.05
H 2.043641 3.044458 -1.331873  0.08
H 3.323948 4.133412 -1.960398  0.10
H 2.242898 3.268351 -3.094673  0.10
C -1.976098 -6.435048 -1.098823  0.05
N -1.209498 -5.909112 0.061306  -0.43
O -0.025996 -6.186262 0.137321  0.05
O -1.816349 -5.229756 0.854843  0.09
H -1.303828 -7.016420 -1.718096  0.09
H -2.782654 -7.043936 -0.702214  0.10
H -2.371378 -5.577058 -1.634725  0.11
C 6.162599 1.950778 0.880356  0.05
N 6.316697 3.173011 1.716513  -0.46
O 6.120444 3.075390 2.908930  0.06
O 6.635990 4.192254 1.140700  0.06
H 5.877826 1.128043 1.524556  0.10
H 5.394141 2.149203 0.140682  0.08
H 7.118363 1.767698 0.399197  0.10

Cartesian forces (eV/Å) of the 6 atoms listed first:
0.0 0.3 0.1
0.0 0.1 -0.5
0.0 -0.4 0.0
0.3 1.1 0.6
-1.0 -2.2 -0.2
0.3 0.6 0.3

Maximum force: 0.04717 hartree/bohr
Energy: -46757.645 eV
Orbital gap: 4.3 eV
Net charge: -1


(2)
Density functional theory data (ωB97M-V with the def2-TZVPD basis set) for a structure of composition C24H35Be2Br5F4N3O17PS2.

Each line ends with the Löwdin charge.
Element x y z (Å)
O -1.207299 2.144228 0.108178  -0.11
C -2.073090 1.398382 -0.582250  -0.22
O -2.205087 1.530466 -2.040556  -0.12
C -1.272940 0.652826 -2.770831  -0.74
Br -0.174321 -0.562309 -1.622440  0.84
C -0.253953 1.641734 -3.608600  -0.18
C 0.908032 0.863802 -4.462791  -0.23
C 2.372623 1.483246 -4.024532  -0.35
F 3.503789 0.677038 -4.554388  -0.33
P -2.395578 -0.396756 -3.968547  0.77
O -2.954438 -1.650269 -3.127907  -0.39
O -1.522655 -1.068831 -5.316954  -0.22
O -3.842413 0.500888 -4.463803  -0.19
C -3.030894 0.358615 0.266029  -0.05
C -4.602821 0.046468 -0.018552  0.02
C -5.383512 -1.006474 0.903329  -0.09
N -4.939476 -1.864663 2.036273  0.04
C -3.494237 -1.567188 2.236455  -0.07
C -2.495094 -0.548237 1.507366  0.04
H 0.226660 2.394692 -2.819028  0.14
H -0.867567 2.297665 -4.390661  0.14
H 0.718622 1.052440 -5.626618  0.14
H 0.933293 -0.298755 -4.331464  0.06
H 2.504166 1.533362 -2.842573  0.01
H 2.508587 2.579510 -4.411010  0.14
H -0.728793 -1.600420 -4.977488  0.10
H -4.072390 0.292670 -5.417065  0.09
H -5.160292 0.601826 -0.895228  0.12
H -6.543726 -1.138975 0.643800  0.12
H -3.000101 -2.218293 3.109997  0.13
H -1.376225 -0.452163 1.862679  0.13
F -0.150279 2.722797 1.822383  -0.41
Be -1.196154 3.887127 0.653138  0.98
C -4.253583 4.860960 3.585932  -1.58
Br -4.935371 5.914610 2.099567  0.36
Br -3.875686 3.026726 3.059607  0.60
Br -2.715129 5.704612 4.425807  0.61
H -5.046985 4.820347 4.339515  -0.01
O -5.019789 -3.079482 5.184440  -0.08
H -4.935814 -2.701854 4.327954  -0.10
Be -5.362713 8.650556 1.937348  0.16
N -0.186555 2.871481 5.944681  -0.31
S 0.594276 3.691707 7.033496  0.51
O 1.998706 3.358536 7.245946  -0.30
O -0.144052 4.129889 8.211903  -0.31
F 0.744547 5.085924 6.257686  -0.22
S -0.433122 1.389155 6.406709  0.49
O -0.860016 0.499063 5.327546  -0.35
O -1.123380 1.165718 7.671542  -0.31
F 1.029650 0.829008 6.706089  -0.20
C -1.614044 -3.215511 10.468016  -0.10
O -2.515424 -4.274652 10.158761  -0.18
C -3.822648 -4.046825 10.693857  -0.18
C -4.777906 -3.501919 9.626012  -0.17
O -4.376860 -2.202149 9.181439  -0.13
C -3.664392 -2.247105 7.949579  -0.06
H -0.755618 -3.290850 9.794754  0.10
H -2.069585 -2.233554 10.336218  0.09
H -1.263949 -3.321993 11.498054  0.09
H -3.777167 -3.378253 11.561727  0.13
H -4.199377 -5.015720 11.038414  0.13
H -5.773123 -3.395082 10.070088  0.13
H -4.862605 -4.193927 8.779326  0.13
H -4.371206 -2.363680 7.123291  0.07
H -2.931833 -3.058058 7.922553  0.10
H -3.134172 -1.297318 7.827653  0.10
C 6.174527 0.113830 -5.742608  -0.08
C 6.324093 -0.857374 -4.751381  -0.07
C 7.587599 -1.129620 -4.223339  0.01
C 8.698894 -0.416804 -4.694177  -0.14
C 8.552741 0.553305 -5.694672  0.00
C 7.284528 0.814806 -6.217093  -0.07
N 10.025940 -0.680438 -4.125041  -0.33
O 10.117036 -1.559523 -3.255205  0.06
O 10.978069 -0.006424 -4.543606  0.06
H 5.186503 0.326568 -6.147274  0.09
H 5.454430 -1.400544 -4.387778  0.07
H 7.687472 -1.889429 -3.451283  0.12
H 9.407354 1.110456 -6.072778  0.12
H 7.160260 1.568144 -6.991872  0.10
C 0.003276 -1.479551 -8.569018  -0.05
O 1.003108 -0.462945 -8.539035  -0.02
C 2.167495 -0.806880 -9.144889  -0.56
O 2.405581 -1.874696 -9.687193  0.12
O 3.021055 0.243029 -9.042968  -0.02
C 4.296827 0.022294 -9.641312  -0.05
H -0.883687 -1.096722 -8.056755  0.08
H -0.272074 -1.719865 -9.600996  0.10
H 0.346658 -2.374556 -8.040214  0.10
H 4.193104 -0.157867 -10.716172  0.10
H 4.811904 -0.812582 -9.155269  0.10
H 4.896903 0.925519 -9.500389  0.09
Br 3.072898 -0.418945 -2.679532  0.52

Cartesian forces (eV/Å) of the 6 atoms listed first:
-5.5 -1.2 -4.9
0.6 0.4 1.9
1.0 -1.1 3.5
1.1 1.6 -2.0
-1.3 0.8 -0.8
0.0 0.5 -0.1

Maximum force: 0.16275 hartree/bohr
Energy: -457546.862 eV
Orbital gap: 1.2 eV


Going through the records in order, we get HOMO level values of -2.7, -7.6 eV.